DFT (ωB97M-V/def2-TZVPD) results for a structure of composition C2H4N2O2 at a distorted geometry.

Cartesian coordinates (Å):
O (1.110, -0.691, 0.999)
H (1.976, 1.078, 0.585)
C (-0.628, -0.930, 1.137)
C (1.316, 0.301, 0.184)
H (-1.655, 0.877, -0.439)
N (-1.442, -0.127, -0.345)
H (0.873, 1.315, -1.368)
N (0.715, 0.396, -0.950)
H (-1.158, -0.297, -1.326)
O (-1.108, -1.921, 1.523)

As for the energy above the lowest of the compared OMol25 structures with the same formula, charge and spin: 6.123 eV. The value obtained for the calculated total energy is -338.42818 Ha. The value obtained for the HOMO-LUMO gap (alpha / beta) is 7.70 / 7.44 eV.

Löwdin analysis output, partial charges in e:
1. O -0.034
2. H 0.122
3. C -0.098
4. C -0.409
5. H 0.042
6. N 0.055
7. H 0.066
8. N 0.059
9. H 0.044
10. O 0.153

---

DFT (ωB97M-V/def2-TZVPD) results for a cluster of 2 separate species, CH3OS in total at a distorted geometry.

Cartesian coordinates (Å):
H (-0.891, 1.404, -1.328)
C (0.345, -0.979, 0.618)
H (0.789, -0.006, 0.851)
O (-0.213, -1.687, 1.414)
H (0.352, -1.340, -0.428)
S (-0.382, 2.609, -1.127)

As for the energy above the lowest of the compared OMol25 structures with the same formula, charge and spin: 0.164 eV. The value obtained for the calculated total energy is -513.33190 Ha. As for the total charge: -1. The value obtained for the HOMO-LUMO gap is 6.48 eV.

Löwdin analysis output, partial charges in e:
1. H -0.540
2. C -0.155
3. H 0.060
4. O -0.046
5. H 0.076
6. S -0.396

---

DFT (ωB97M-V/def2-TZVPD) results for a structure of composition C26H39N2P2Sr at a distorted geometry.

Cartesian coordinates (Å):
N (1.065, -0.566, -0.700)
C (-0.749, 4.246, -2.847)
H (-1.636, 0.448, 4.181)
H (1.931, 3.784, 0.576)
H (3.117, -1.511, -2.171)
H (-1.315, -1.893, 5.365)
H (-0.495, 4.833, -1.966)
H (-6.913, -2.494, -0.825)
C (2.284, -1.220, 2.751)
P (-0.485, 1.679, -1.499)
H (0.558, -3.968, -0.277)
H (2.142, -3.954, 1.861)
C (2.419, 0.961, -4.391)
H (0.364, -1.595, 4.955)
C (-0.809, 3.317, 0.726)
C (3.162, -0.004, 0.445)
H (1.290, -5.397, 2.428)
H (-1.196, -4.142, -0.005)
N (-3.973, -1.364, -0.964)
C (-2.067, 2.252, -3.700)
H (4.919, 0.485, 1.544)
H (-0.397, -3.132, 4.516)
H (-2.550, 1.307, -3.442)
C (1.488, 3.427, -0.359)
H (0.166, 4.101, -3.423)
C (1.889, -0.616, 0.417)
C (3.527, -0.622, 2.750)
H (0.879, 2.413, -4.175)
C (3.053, -0.144, -3.827)
C (-0.205, -4.371, 0.401)
H (-1.726, 2.734, 0.845)
H (3.525, 0.485, -0.449)
H (1.409, -3.974, 3.463)
C (-1.432, 2.927, -2.475)
H (-1.076, 4.252, 0.228)
H (0.622, 1.730, 0.576)
H (-1.334, 2.045, -4.478)
C (-0.556, -2.055, 4.595)
H (2.256, 2.867, -0.893)
H (4.150, -0.633, 3.635)
C (-0.024, -3.803, 1.817)
C (1.280, -4.304, 2.432)
H (-1.430, 4.848, -3.454)
C (1.565, -0.055, -1.920)
H (-7.035, -0.755, -0.498)
P (-0.214, -1.962, 1.706)
Sr (-1.231, -0.970, -0.768)
C (-6.578, -1.507, -1.138)
H (-0.449, 3.570, 1.726)
H (2.755, 1.358, -5.341)
C (-1.021, 0.102, 3.346)
C (0.919, 1.061, -2.495)
H (-2.056, -1.755, 3.116)
C (1.357, 1.551, -3.728)
H (-1.418, 0.559, 2.434)
H (-6.887, -1.335, -2.167)
H (1.948, -1.710, 3.654)
H (-2.247, 3.163, -1.788)
C (3.952, -0.004, 1.577)
C (1.446, -1.222, 1.626)
H (-0.861, -4.132, 2.439)
C (-5.116, -1.423, -1.037)
H (-2.831, 2.902, -4.132)
H (3.881, -0.615, -4.344)
C (-1.025, -1.429, 3.280)
C (0.273, 2.555, -0.049)
H (-0.008, 0.481, 3.488)
H (-0.096, -5.458, 0.396)
H (1.224, 4.301, -0.958)
C (2.628, -0.649, -2.611)

The value obtained for the calculated total energy is -1836.91960 Ha. As for the total charge: +1. The value obtained for the HOMO-LUMO gap is 6.77 eV.

Löwdin analysis output, partial charges in e:
1. N -0.240
2. C -0.096
3. H 0.087
4. H 0.089
5. H 0.122
6. H 0.085
7. H 0.056
8. H 0.096
9. C -0.111
10. P 0.966
11. H 0.078
12. H 0.084
13. C -0.077
14. H 0.072
15. C -0.118
16. C -0.032
17. H 0.086
18. H 0.054
19. N 0.073
20. C -0.121
21. H 0.110
22. H 0.063
23. H 0.057
24. C -0.087
25. H 0.067
26. C -0.327
27. C -0.087
28. H 0.083
29. C -0.067
30. C -0.140
31. H 0.061
32. H 0.105
33. H 0.064
34. C -0.552
35. H 0.073
36. H 0.081
37. H 0.069
38. C -0.101
39. H 0.071
40. H 0.104
41. C -0.545
42. C -0.106
43. H 0.085
44. C -0.366
45. H 0.095
46. P 0.968
47. Sr 1.198
48. C -0.029
49. H 0.086
50. H 0.107
51. C -0.117
52. C -0.308
53. H 0.097
54. C -0.084
55. H 0.053
56. H 0.096
57. H 0.083
58. H 0.095
59. C -0.070
60. C -0.315
61. H 0.106
62. C -0.217
63. H 0.084
64. H 0.110
65. C -0.557
66. C -0.536
67. H 0.080
68. H 0.084
69. H 0.063
70. C -0.036

---

DFT (ωB97M-V/def2-TZVPD) results for a structure of composition C28H42F3FeNPS5.

Cartesian coordinates (Å):
C (-4.323, -1.147, 0.825)
C (0.255, -2.512, 2.714)
H (-0.020, 5.400, -0.995)
H (-0.802, 4.807, 0.468)
C (1.171, -2.432, -2.086)
H (-0.702, -2.995, 2.904)
C (-2.528, -3.251, 1.077)
C (0.822, -4.229, 0.960)
H (-0.855, 3.497, -2.317)
H (-0.133, -4.741, 1.062)
C (-4.770, -2.379, 1.271)
H (-1.955, -3.827, -1.486)
C (-2.977, -0.973, 0.524)
H (-5.023, -0.325, 0.707)
N (1.011, 1.252, -2.334)
H (-0.302, 3.214, 3.725)
H (1.515, -4.699, 1.666)
H (-2.202, 4.324, -1.541)
H (-0.919, 1.952, 4.788)
C (-2.192, 2.852, 2.006)
F (5.285, 1.170, -2.709)
H (-0.804, -0.435, -2.390)
C (1.485, 4.056, 1.571)
H (3.065, 0.665, -5.524)
H (0.555, 4.080, 2.137)
H (1.705, -1.512, -1.840)
C (0.765, -2.732, 1.282)
H (2.622, -2.265, 0.201)
H (1.209, -4.415, -0.041)
H (-1.861, -4.096, 1.163)
H (0.138, -1.446, 2.937)
C (0.453, 1.371, -3.548)
F (4.630, -0.903, -2.637)
C (-1.129, -1.467, -2.470)
H (-0.785, -4.134, -2.768)
S (-1.234, 1.399, 2.490)
S (-1.853, 2.128, -0.716)
H (2.280, -1.188, 1.543)
C (2.485, 0.849, -4.628)
H (-4.211, -4.401, 1.731)
H (-1.034, -1.767, -3.519)
H (-3.392, 3.563, 0.364)
H (-2.626, -0.025, 0.156)
H (-0.604, 1.624, -3.568)
H (-2.188, -1.514, -2.201)
S (2.052, 1.438, 2.554)
C (-0.288, -2.415, -1.601)
C (3.076, 0.704, -3.389)
H (1.620, 2.156, 4.784)
F (5.003, 0.055, -4.546)
C (-0.338, 2.136, 3.886)
S (1.124, 3.502, -0.112)
H (2.794, 3.592, 3.213)
C (-0.338, 4.500, -0.469)
C (-3.868, -3.430, 1.394)
H (1.876, 5.069, 1.507)
H (-5.817, -2.527, 1.514)
H (-3.669, 1.877, 0.767)
C (2.519, 3.161, 2.248)
C (-1.309, 3.728, -1.352)
C (2.203, -2.212, 1.207)
H (1.193, -2.552, -3.175)
P (-0.322, -1.686, 0.131)
H (2.833, -2.824, 1.865)
H (-0.382, -4.551, -1.103)
H (0.655, 1.325, -5.676)
C (1.144, 1.197, -4.719)
C (4.510, 0.256, -3.309)
H (1.030, 0.540, 4.430)
C (-2.899, 2.641, 0.675)
H (0.992, -2.925, 3.415)
C (-0.893, -3.814, -1.725)
C (1.067, 1.563, 4.055)
H (-2.934, 3.040, 2.784)
Fe (0.547, 0.824, 0.012)
H (1.730, -3.264, -1.651)
C (-2.054, -2.010, 0.646)
S (2.893, 0.776, -0.595)
C (2.316, 0.937, -2.227)
H (3.425, 3.094, 1.644)
H (-1.518, 3.707, 1.963)

Its spin multiplicity is 5. The value obtained for the calculated total energy is -5042.37554 Ha. As for the total charge: +1. The value obtained for the HOMO-LUMO gap (alpha / beta) is 8.64 / 8.19 eV. As for the expectation value of S²: 6.01.

Löwdin analysis output, partial charges in e:
1. C -0.067
2. C -0.081
3. H 0.091
4. H 0.067
5. C -0.077
6. H 0.074
7. C -0.094
8. C -0.082
9. H 0.059
10. H 0.064
11. C -0.066
12. H 0.080
13. C -0.135
14. H 0.107
15. N -0.038
16. H 0.066
17. H 0.098
18. H 0.090
19. H 0.086
20. C -0.498
21. F 0.145
22. H 0.020
23. C -0.484
24. H 0.131
25. H 0.043
26. H 0.035
27. C -0.663
28. H 0.063
29. H 0.064
30. H 0.087
31. H 0.057
32. C -0.155
33. F 0.133
34. C -0.095
35. H 0.099
36. S 0.855
37. S 0.850
38. H 0.005
39. C 0.022
40. H 0.113
41. H 0.098
42. H 0.094
43. H 0.003
44. H 0.107
45. H 0.084
46. S 0.820
47. C -0.668
48. C -0.113
49. H 0.089
50. F 0.134
51. C -0.491
52. S 0.874
53. H 0.090
54. C -0.479
55. C -0.056
56. H 0.094
57. H 0.112
58. H 0.063
59. C -0.498
60. C -0.498
61. C -0.119
62. H 0.098
63. P 1.139
64. H 0.099
65. H 0.058
66. H 0.115
67. C -0.034
68. C -0.603
69. H 0.073
70. C -0.480
71. H 0.099
72. C -0.075
73. C -0.508
74. H 0.096
75. Fe 0.291
76. H 0.076
77. C -0.344
78. S 0.648
79. C -0.676
80. H 0.073
81. H 0.045

---

DFT (ωB97M-V/def2-TZVPD) results for a cluster of 2 separate species, C7H11Cl in total at a distorted geometry.

Cartesian coordinates (Å):
H (-0.896, 2.234, 0.710)
C (1.901, -0.110, -0.286)
H (0.844, -1.861, 0.541)
H (-0.409, 0.858, 1.735)
C (-1.393, 0.123, -0.041)
H (-3.040, 1.107, -1.085)
C (-0.521, -0.685, -0.537)
H (-2.150, 1.205, 1.599)
H (-0.642, -1.497, -1.431)
C (-2.715, 0.026, -0.816)
H (-3.675, -0.371, -0.183)
H (3.773, 0.669, 0.608)
C (3.258, -0.450, 0.141)
H (3.147, -1.219, 1.392)
H (-2.720, -0.680, -1.642)
C (-1.185, 1.138, 1.043)
H (3.963, -1.091, -0.786)
C (0.872, -0.920, -0.180)
Cl (1.589, 1.525, -0.779)

As for the energy above the lowest of the compared OMol25 structures with the same formula, charge and spin: 4.572 eV. The value obtained for the calculated total energy is -733.32751 Ha. The value obtained for the HOMO-LUMO gap is 9.55 eV.

Löwdin analysis output, partial charges in e:
1. H 0.107
2. C -0.843
3. H 0.161
4. H 0.063
5. C -0.386
6. H 0.097
7. C -0.176
8. H 0.082
9. H 0.168
10. C -0.090
11. H 0.114
12. H 0.120
13. C -0.194
14. H 0.179
15. H 0.050
16. C -0.079
17. H 0.148
18. C -0.204
19. Cl 0.684

---

DFT (ωB97M-V/def2-TZVPD) results for a structure of composition C27H30F9HfO6 at a distorted geometry.

Cartesian coordinates (Å):
F (-0.195, -6.166, 2.710)
C (-2.785, 5.004, -3.439)
C (-1.546, -3.007, 0.734)
H (-0.048, 0.389, -1.751)
H (-2.912, 4.596, -4.452)
F (0.853, -2.634, 6.064)
F (-0.624, -6.058, 4.783)
H (4.242, 2.921, -0.396)
C (-0.594, -5.307, 3.677)
C (0.017, -2.471, -0.870)
C (-1.416, 2.406, -6.340)
H (1.660, 3.272, -3.460)
H (-2.017, 2.541, -1.572)
O (0.725, 5.415, -3.152)
H (3.124, 0.849, -2.780)
H (-0.016, 2.592, 0.363)
C (-0.029, 2.293, -0.691)
C (3.386, 2.376, 0.047)
H (1.646, -3.742, -0.022)
C (-1.213, 2.604, -4.016)
C (-0.328, 0.816, -0.785)
C (0.627, -3.382, 0.016)
F (2.687, -3.294, 3.880)
H (0.907, 1.671, -3.254)
H (-3.470, 5.840, -3.294)
F (2.135, -4.697, 2.318)
C (0.397, -3.962, 3.807)
C (0.955, 2.694, -2.859)
H (-1.117, 1.342, 2.173)
C (-1.071, 3.077, -1.493)
C (1.855, -4.338, 3.607)
C (0.162, -3.630, 5.449)
H (-1.110, 1.352, -6.355)
H (-1.026, 2.925, -7.217)
Hf (0.099, -1.408, 1.346)
C (0.284, 0.033, 3.319)
H (3.819, 1.575, 0.668)
C (2.497, 1.841, -0.980)
O (-0.855, 3.084, -5.216)
H (0.889, -1.844, 4.330)
F (-1.892, -4.952, 3.428)
C (2.857, 0.639, -1.725)
H (-2.466, -3.089, 1.294)
C (0.099, -1.228, 3.865)
C (1.335, 2.659, -1.367)
C (-0.452, 3.317, -2.880)
C (-0.920, 0.386, 2.644)
C (-0.343, 4.859, -3.149)
H (-2.986, 4.227, -2.686)
O (-1.987, 1.690, -3.846)
H (0.498, -2.002, -1.726)
H (-2.043, -1.561, -0.888)
H (2.883, 3.087, 0.722)
H (-1.259, 4.040, -0.992)
C (-1.325, -2.223, -0.412)
O (0.410, -2.967, 2.702)
H (3.731, 0.136, -1.271)
H (1.173, 0.635, 3.426)
H (-2.787, -0.776, 2.213)
H (-1.596, -2.746, 3.596)
F (2.149, -5.351, 4.388)
H (-2.511, 2.459, -6.321)
C (-1.801, -0.738, 2.642)
F (-1.164, -3.401, 5.690)
H (1.517, 3.705, -1.069)
C (-0.358, -3.767, 0.965)
C (-1.222, -1.717, 3.440)
F (0.530, -4.716, 6.136)
H (2.058, -0.123, -1.761)
H (-1.413, 0.659, -0.664)
O (-1.473, 5.576, -3.305)
O (0.355, 0.145, 0.232)
H (-0.190, -4.433, 1.782)

As for the energy above the lowest of the compared OMol25 structures with the same formula, charge and spin: 5.300 eV. The value obtained for the calculated total energy is -2444.93858 Ha. As for the total charge: -1. The value obtained for the HOMO-LUMO gap is 3.11 eV.

Löwdin analysis output, partial charges in e:
1. F 0.140
2. C -0.032
3. C -0.184
4. H 0.112
5. H 0.094
6. F 0.123
7. F 0.152
8. H 0.050
9. C -0.472
10. C -0.166
11. C -0.045
12. H 0.133
13. H 0.105
14. O 0.128
15. H 0.056
16. H 0.143
17. C -0.226
18. C -0.162
19. H 0.110
20. C -0.474
21. C -0.266
22. C -0.157
23. F 0.148
24. H 0.122
25. H 0.094
26. F 0.141
27. C -0.084
28. C -0.065
29. H 0.103
30. C -0.080
31. C -0.561
32. C -0.469
33. H 0.100
34. H 0.092
35. Hf 1.579
36. C -0.168
37. H 0.044
38. C -0.420
39. O -0.028
40. H 0.097
41. F 0.136
42. C -0.150
43. H 0.115
44. C -0.156
45. C -0.272
46. C -0.241
47. C -0.184
48. C -0.417
49. H 0.091
50. O 0.112
51. H 0.106
52. H 0.113
53. H 0.059
54. H 0.133
55. C -0.185
56. O -0.441
57. H 0.063
58. H 0.116
59. H 0.114
60. H 0.105
61. F 0.184
62. H 0.093
63. C -0.196
64. F 0.131
65. H 0.142
66. C -0.185
67. C -0.160
68. F 0.138
69. H 0.034
70. H 0.111
71. O -0.018
72. O -0.359
73. H 0.065

---

The lowest calculated total energy belongs to which entry? C28H42F3FeNPS5

---

Which formula does entry 6 have? C27H30F9HfO6

---

The lowest calculated total energy belongs to which entry? C28H42F3FeNPS5